Model one:
{
  "formula": "C5H17NO2",
  "method": "ωB97M-V/def2-TZVPD",
  "elements": ["C", "C", "C", "C", "N", "C", "H", "H", "H", "H", "H", "H", "H", "H", "H", "H", "H", "H", "H", "O", "H", "H", "O", "H", "H"],
  "xyz": [[-0.59, -1.56, 2.23], [0.27, -0.65, 1.38], [-0.61, 0.29, 0.50], [-1.06, 1.56, 1.24], [0.20, 0.49, -0.73], [-0.24, 1.65, -1.71], [-1.12, -1.07, 3.06], [-0.06, -2.59, 2.70], [-1.29, -2.20, 1.63], [0.93, -0.01, 2.11], [1.13, -1.14, 0.80], [-1.53, -0.22, 0.24], [-1.77, 2.24, 0.74], [-1.53, 1.14, 2.11], [-0.14, 2.04, 1.62], [1.21, 0.66, -0.56], [0.47, 1.58, -2.55], [-0.05, 2.65, -1.22], [-1.26, 1.37, -2.06], [-1.20, -2.61, -2.60], [-1.18, -1.67, -2.08], [-0.91, -2.18, -3.44], [3.22, 0.36, -0.98], [3.56, -0.33, -0.50], [3.54, 0.21, -1.94]],
  "lowdin_charge": [-0.1543, -0.2545, -0.4394, -0.0716, -0.1068, -0.0871, 0.0573, 0.1272, 0.0721, 0.1325, 0.1187, 0.1128, 0.0806, 0.0568, 0.0853, 0.0504, 0.0547, 0.0771, 0.0702, -0.1453, 0.0891, 0.0315, -0.0487, -0.0167, 0.1079],
  "spin_multiplicity": 1,
  "homo_energy_ev": -8.483,
  "lumo_energy_ev": 0.57,
  "smiles": "CC[C@@H](C)NC.O.O",
  "homo_lumo_gap_ev": 9.05
}

=====

Model two:
{
  "formula": "C5H17NO2",
  "method": "ωB97M-V/def2-TZVPD",
  "elements": ["C", "C", "C", "C", "N", "C", "H", "H", "H", "H", "H", "H", "H", "H", "H", "H", "H", "H", "H", "O", "H", "H", "O", "H", "H"],
  "xyz": [[2.19, 0.32, -1.16], [0.92, -0.07, -0.38], [1.31, -0.76, 0.92], [1.99, 0.24, 1.88], [-0.08, -1.20, 1.47], [-0.18, -2.22, 2.45], [2.94, 0.89, -0.59], [1.84, 0.90, -2.15], [2.65, -0.66, -1.57], [0.32, 0.90, -0.30], [0.28, -0.78, -1.06], [1.98, -1.56, 0.96], [1.50, 0.51, 2.83], [3.02, 0.00, 2.29], [2.13, 1.18, 1.45], [-0.61, -0.36, 1.74], [0.12, -3.16, 1.93], [-1.30, -2.34, 2.80], [0.50, -2.02, 3.31], [-2.97, 2.00, -5.07], [-2.21, 1.52, -4.62], [-3.59, 2.42, -4.53], [-4.50, 1.48, -1.19], [-3.74, 0.75, -1.07], [-4.52, 2.01, -0.34]],
  "lowdin_charge": [-0.1444, -0.2713, -0.3525, -0.0813, -0.1478, -0.1799, 0.0569, 0.1051, 0.0884, 0.1254, 0.1312, 0.1137, 0.0776, 0.0931, 0.0317, 0.1002, 0.0776, 0.1079, 0.0692, -0.0651, 0.0686, -0.0068, -0.1521, 0.1071, 0.0475],
  "spin_multiplicity": 1,
  "homo_energy_ev": -8.538,
  "lumo_energy_ev": 0.32,
  "smiles": "CC[C@@H](C)NC.O.O",
  "homo_lumo_gap_ev": 8.85
}

=====

Model three:
{
  "formula": "C5H17NO2",
  "method": "ωB97M-V/def2-TZVPD",
  "elements": ["C", "C", "C", "C", "C", "N", "H", "H", "H", "H", "H", "H", "H", "H", "H", "H", "H", "H", "H", "O", "H", "H", "O", "H", "H"],
  "xyz": [[0.43, -1.88, -1.07], [-1.01, -1.51, -0.69], [-1.26, 0.00, -0.77], [-0.47, 0.83, 0.25], [-0.64, 2.32, -0.04], [-0.88, 0.47, 1.62], [1.16, -1.44, -0.39], [0.65, -1.50, -2.08], [0.58, -2.97, -1.10], [-1.67, -2.04, -1.39], [-1.24, -1.90, 0.30], [-1.02, 0.36, -1.76], [-2.34, 0.21, -0.59], [0.60, 0.62, 0.12], [-0.31, 2.58, -1.05], [-0.14, 2.94, 0.69], [-1.70, 2.62, 0.00], [-0.46, 1.13, 2.27], [-1.88, 0.46, 1.70], [1.27, -1.35, 2.29], [0.45, -0.86, 2.07], [0.98, -2.26, 2.41], [2.59, 1.08, -1.06], [3.40, 0.95, -1.58], [2.91, 1.13, -0.16]],
  "lowdin_charge": [-0.1144, -0.2572, -0.1851, -0.4616, -0.0758, 0.0283, 0.0477, 0.0738, 0.0713, 0.1013, 0.0924, 0.1140, 0.1191, 0.0987, 0.0813, 0.0706, 0.0757, 0.0864, 0.0860, -0.0925, -0.0211, 0.0305, -0.0560, 0.0461, 0.0404],
  "spin_multiplicity": 1,
  "homo_energy_ev": -9.595,
  "lumo_energy_ev": 0.77,
  "smiles": "CCC[C@@H](C)N.O.O",
  "homo_lumo_gap_ev": 10.37
}

=====

Which one sits at the bottom of the stability order? model two does.

=====

Model one:
{
  "formula": "C4H8F2N",
  "method": "ωB97M-V/def2-TZVPD",
  "elements": ["C", "C", "C", "C", "N", "F", "F", "H", "H", "H", "H", "H", "H", "H", "H"],
  "xyz": [[0.16, 0.27, 0.72], [0.18, -1.95, 0.19], [0.06, -0.62, -0.53], [1.06, -0.31, -1.74], [-1.23, 1.08, 1.06], [1.33, -2.38, 0.71], [-1.22, -0.46, -1.05], [0.80, 0.30, 1.56], [-0.67, -2.39, 0.62], [0.78, -0.92, -2.58], [2.12, -0.50, -1.58], [0.88, 0.75, -1.93], [-0.75, 1.97, 1.25], [-1.78, 0.84, 1.85], [-1.87, 1.10, 0.18]],
  "lowdin_charge": [0.1186, 0.0550, -0.5091, 0.0383, 0.1883, 0.0992, 0.0218, 0.1057, 0.1252, 0.0874, 0.0936, 0.0897, 0.1556, 0.1307, 0.2000],
  "spin_multiplicity": 1,
  "homo_energy_ev": [-13.789, -13.026],
  "lumo_energy_ev": [-4.32, -5.09],
  "homo_lumo_gap_ev": [9.47, 7.94],
  "total_charge": 1
}

=====

Model two:
{
  "formula": "C4H8F2N",
  "method": "ωB97M-V/def2-TZVPD",
  "elements": ["C", "C", "C", "C", "N", "F", "F", "H", "H", "H", "H", "H", "H", "H", "H"],
  "xyz": [[-0.51, 2.27, 1.20], [0.41, -1.53, 0.17], [-0.91, 1.78, 0.03], [-0.85, -1.66, -0.19], [1.47, -1.07, -0.86], [-0.12, 1.28, -0.93], [-1.20, -1.67, -1.43], [-1.11, 2.85, 1.86], [0.44, 2.12, 1.64], [0.78, -1.63, 1.25], [-1.81, 2.08, -0.60], [-1.48, -1.94, 0.65], [2.31, -1.08, -0.29], [1.34, -0.07, -0.88], [1.24, -1.74, -1.62]],
  "lowdin_charge": [0.0610, -0.0443, -0.2155, -0.1678, 0.2282, -0.0370, 0.1267, 0.0634, 0.0517, 0.1601, 0.1450, 0.1482, 0.1594, 0.1276, 0.1933],
  "spin_multiplicity": 1,
  "homo_energy_ev": -13.772,
  "lumo_energy_ev": -3.70,
  "homo_lumo_gap_ev": 10.07,
  "total_charge": 1
}

=====

Which one sits at the bottom of the stability order? model one does.

=====

Model one:
{
  "formula": "C3H8S2",
  "method": "ωB97M-V/def2-TZVPD",
  "elements": ["C", "C", "C", "S", "S", "H", "H", "H", "H", "H", "H", "H", "H"],
  "xyz": [[-1.46, 1.05, 0.47], [-0.52, 0.47, -0.59], [0.79, -0.14, -0.05], [1.34, -0.94, -1.46], [2.76, -2.30, 0.11], [-0.88, 1.93, 0.76], [-2.51, 1.18, 0.15], [-1.48, 0.45, 1.44], [-0.27, 1.14, -1.41], [-1.09, -0.33, -1.09], [0.47, -0.53, 0.93], [1.32, 0.71, 0.32], [1.52, -2.69, 0.42]],
  "lowdin_charge": [-0.1075, -0.4100, -0.7715, 0.6424, 0.3453, 0.0722, 0.0749, 0.0884, 0.0903, 0.0811, 0.0776, 0.0743, -0.2574],
  "spin_multiplicity": 1,
  "homo_energy_ev": -9.129,
  "lumo_energy_ev": -1.24,
  "smiles": "CCCSS",
  "homo_lumo_gap_ev": 7.89
}

=====

Model two:
{
  "formula": "C3H8S2",
  "method": "ωB97M-V/def2-TZVPD",
  "elements": ["C", "C", "C", "S", "S", "H", "H", "H", "H", "H", "H", "H", "H"],
  "xyz": [[-1.25, -1.16, 1.79], [-2.23, -1.11, 0.80], [4.17, 2.10, -1.06], [5.57, 1.36, -1.20], [-2.74, -0.09, -1.70], [-1.61, -1.23, 2.81], [-0.23, -1.42, 1.54], [-3.13, -0.58, 1.12], [-2.58, -1.96, 0.23], [-1.71, -0.44, -0.02], [4.00, 2.83, -0.26], [3.31, 1.88, -1.68], [-1.56, -0.17, -2.36]],
  "lowdin_charge": [0.0624, -0.3265, -0.6076, 0.6132, 0.2708, 0.0728, 0.0688, 0.0838, 0.0754, -0.0141, -0.0045, -0.0011, -0.2934],
  "spin_multiplicity": 1,
  "homo_energy_ev": -7.841,
  "lumo_energy_ev": -2.08,
  "homo_lumo_gap_ev": 5.76
}

=====

Model three:
{
  "formula": "C3H8S2",
  "method": "ωB97M-V/def2-TZVPD",
  "elements": ["C", "C", "C", "H", "H", "H", "H", "H", "H", "H", "H", "S", "S"],
  "xyz": [[0.32, -1.81, -1.85], [0.54, 0.63, -0.18], [-0.89, 1.24, 2.07], [-0.12, -1.90, -2.92], [1.36, -1.55, -2.11], [0.27, -2.74, -1.36], [0.88, 1.10, -1.16], [1.47, 0.50, 0.46], [-1.88, 1.41, 2.36], [-0.70, 0.18, 1.98], [-0.22, 1.71, 2.84], [-0.42, -0.73, -0.49], [-0.60, 1.96, 0.35]],
  "lowdin_charge": [-0.3639, -0.9529, -0.3797, 0.0657, 0.0371, -0.0228, 0.0486, 0.0694, 0.0007, -0.0114, 0.0547, 0.7439, 0.7106],
  "spin_multiplicity": 1,
  "homo_energy_ev": -8.217,
  "lumo_energy_ev": 0.84,
  "homo_lumo_gap_ev": 9.05
}

=====

Model four:
{
  "formula": "C3H8S2",
  "method": "ωB97M-V/def2-TZVPD",
  "elements": ["C", "C", "C", "H", "H", "H", "H", "H", "H", "S", "S", "H", "H"],
  "xyz": [[0.35, 1.16, -1.36], [-0.06, 1.22, -0.08], [0.82, 0.83, 1.12], [-0.21, 1.72, -2.14], [1.06, 0.27, -1.59], [-0.98, 1.67, 0.14], [1.37, 1.71, 1.53], [1.64, 0.14, 0.92], [0.23, 0.41, 1.93], [-2.20, -2.40, -0.33], [-0.15, -2.91, -0.22], [-1.82, -1.28, -0.95], [-0.06, -2.54, 1.01]],
  "lowdin_charge": [-0.0333, -0.2471, -0.1198, 0.0546, 0.0873, 0.0646, 0.0773, 0.0605, 0.0586, 0.2574, 0.2512, -0.2512, -0.2602],
  "spin_multiplicity": 1,
  "homo_energy_ev": -9.458,
  "lumo_energy_ev": 0.17,
  "smiles": "C=CC.SS",
  "homo_lumo_gap_ev": 9.63
}

=====

Which one sits at the bottom of the stability order? model two does.

=====

Model one:
{
  "formula": "C2H11N5",
  "method": "ωB97M-V/def2-TZVPD",
  "elements": ["C", "N", "N", "N", "N", "N", "C", "H", "H", "H", "H", "H", "H", "H", "H", "H", "H", "H"],
  "xyz": [[-0.33, 2.29, 0.53], [-0.20, 1.63, -0.75], [0.91, 0.78, -0.78], [0.70, -0.40, -0.03], [1.80, -1.25, -0.06], [-0.55, -1.06, -0.50], [-1.28, -1.64, 0.60], [-0.47, 1.59, 1.36], [-1.18, 2.96, 0.48], [0.58, 2.87, 0.71], [-1.04, 1.03, -0.91], [1.08, 0.55, -1.77], [2.25, -1.29, -0.98], [2.47, -0.95, 0.64], [-0.29, -1.77, -1.19], [-1.58, -0.84, 1.27], [-2.17, -2.14, 0.21], [-0.70, -2.37, 1.18]],
  "lowdin_charge": [-0.1390, -0.1516, -0.0962, -0.2731, 0.0346, -0.1041, -0.1302, 0.0558, 0.0702, 0.0710, 0.0949, 0.1080, 0.0715, 0.0799, 0.1005, 0.0653, 0.0738, 0.0688],
  "spin_multiplicity": 1,
  "homo_energy_ev": -8.922,
  "lumo_energy_ev": 1.19,
  "smiles": "CNNN(N)NC",
  "homo_lumo_gap_ev": 10.11
}

=====

Model two:
{
  "formula": "C2H11N5",
  "method": "ωB97M-V/def2-TZVPD",
  "elements": ["C", "C", "N", "N", "N", "N", "N", "H", "H", "H", "H", "H", "H", "H", "H", "H", "H", "H"],
  "xyz": [[0.84, 0.61, -0.29], [-1.59, 0.47, 0.71], [1.26, -0.40, 0.52], [0.35, -1.46, 0.81], [0.60, 0.32, -1.60], [1.13, 1.91, 0.04], [0.15, -2.25, -0.39], [1.71, -0.09, 1.37], [-0.60, -0.78, 0.84], [0.51, -0.69, -1.75], [-0.13, 0.87, -2.03], [1.12, 2.58, -0.71], [0.74, 2.23, 0.91], [-0.86, -2.29, -0.55], [0.46, -3.20, -0.18], [-1.39, 1.19, 1.52], [-1.81, 1.04, -0.21], [-2.50, -0.07, 0.97]],
  "lowdin_charge": [-0.5019, -0.1683, -0.0002, -0.1614, 0.1540, 0.1579, -0.0344, 0.1315, 0.0188, 0.0772, 0.1017, 0.1034, 0.1007, 0.0720, 0.0629, -0.0387, -0.0422, -0.0328],
  "spin_multiplicity": 1,
  "homo_energy_ev": -6.811,
  "lumo_energy_ev": 0.80,
  "homo_lumo_gap_ev": 7.62
}

=====

Which one sits at the bottom of the stability order? model two does.